A molecular structure, C21H19FeNO6 at a distorted geometry, computed with ωB97M-V/def2-TZVPD.

Last column: Löwdin spin population.
CARTESIAN COORDINATES (ANGSTROEM)
C 0.5388 -0.1078 -5.0096  0.004
O -0.2931 -1.1907 -4.4287  -0.003
C -0.3189 -1.2374 -3.0445  0.059
C 0.7829 -1.7411 -2.3147  0.146
C 0.9003 -1.5542 -0.8704  0.098
C -0.4050 -1.3518 -0.2618  0.149
C -1.5265 -1.0246 -0.9942  0.046
C -1.5213 -1.0683 -2.3841  0.140
Fe -0.7656 -2.9361 -1.6633  2.365
C 0.2012 -4.2574 -0.8944  0.005
O 0.7696 -5.1575 -0.4304  -0.028
C -0.8532 -3.9126 -3.1953  0.004
O -0.9180 -4.5841 -4.1377  -0.033
C -2.2784 -3.5509 -1.0140  -0.007
O -3.2796 -3.9525 -0.5850  -0.039
H 0.6256 -0.2595 -6.1011  0.000
H 0.0430 0.8594 -4.7950  0.000
H 1.5365 -0.1466 -4.5300  0.002
H 1.6961 -1.9582 -2.8845  0.003
H 1.4634 -2.4038 -0.3998  0.027
H 1.5463 -0.7125 -0.6233  0.051
H -0.4645 -1.2915 0.8346  0.004
H -2.4560 -0.7824 -0.4734  0.000
H -2.4076 -0.8748 -2.9466  0.007
C -0.1048 5.4688 -0.6825  0.000
C 0.6446 4.2879 -0.1202  0.001
O -0.2447 3.5833 0.8733  0.021
C 0.4771 2.6675 1.5627  0.046
C -0.3649 1.7770 2.3520  0.297
C 0.1829 0.8458 3.2735  0.021
C 1.5825 0.6879 3.5029  0.101
C 2.0605 -0.3602 4.2864  -0.013
C 1.1701 -1.2600 4.9069  0.127
C -0.2185 -1.0664 4.7750  -0.012
C -0.7138 -0.0190 3.9916  0.104
C -1.7112 1.7358 2.0362  0.025
N -2.8855 1.5536 1.8337  0.204
O 1.7010 2.6181 1.4855  0.068
H 0.3301 5.7667 -1.6429  0.000
H -1.1666 5.2541 -0.8471  0.000
H -0.0244 6.3439 -0.0261  0.000
H 0.8830 3.5493 -0.9000  0.001
H 1.5597 4.5859 0.4105  0.000
H 2.2604 1.3760 2.9954  0.005
H 3.1441 -0.4807 4.4110  -0.003
H 1.5546 -2.1057 5.4897  0.007
H -0.9278 -1.7383 5.2815  -0.003
H -1.8047 0.1253 3.8982  0.005

## Properties
Total charge   0
⟨S²⟩   6.1835
Orbital gap (spin up / spin down)   6.34 / 5.44 eV
Multiplicity   5
E_LUMO (spin up / spin down)   0.44 / -2.53 eV
Energy above the lowest of the compared OMol25 structures with the same formula, charge and spin   0.0000 eV

A molecular structure, C21H19N10O10Ru, computed with ωB97M-V/def2-TZVPD.

Last column: Löwdin spin population.
CARTESIAN COORDINATES (ANGSTROEM)
Ru -0.1247 0.2535 -0.0215  0.806
C -3.8188 -2.6395 -4.9622  0.000
O -3.2627 -3.7064 -4.2097  0.000
C -2.5595 -3.3988 -3.1032  0.000
C -2.0292 -4.4964 -2.4012  0.003
C -1.3122 -4.2644 -1.2643  0.000
C -1.0800 -2.9649 -0.7582  0.004
C -0.3777 -2.7645 0.4937  0.002
C 0.2773 -3.8890 1.2469  0.000
O -0.2499 -1.6478 1.0158  0.018
C -1.6027 -1.8638 -1.4895  0.003
O -1.4795 -0.5948 -1.1605  0.036
C -2.3491 -2.1103 -2.6565  0.003
H -4.3276 -3.0988 -5.8038  0.000
H -3.0373 -1.9707 -5.3298  0.000
H -4.5360 -2.0716 -4.3658  0.000
H -2.2094 -5.4949 -2.7729  0.000
H -0.9228 -5.1182 -0.7299  0.000
H -0.0333 -4.8853 0.9536  0.000
H 0.0912 -3.7435 2.3095  0.000
H 1.3533 -3.7924 1.0875  0.000
H -2.7507 -1.2475 -3.1677  0.000
O 3.8696 0.4536 0.7988  0.013
C 2.6944 0.3039 1.0563  0.006
O 1.8102 0.0673 0.1125  0.051
C 2.2016 0.3008 2.4712  0.001
C 3.1161 0.0426 3.4654  0.001
C 2.6948 -0.0412 4.7854  0.002
C 1.3696 0.1006 5.1209  0.000
C 0.4501 0.3892 4.1260  0.003
C 0.8386 0.5650 2.7696  0.002
O 0.0286 0.9993 1.8583  0.017
N -0.9431 0.4901 4.5691  0.000
O -1.2272 0.0397 5.6624  0.000
O -1.7691 0.9786 3.8114  0.000
N 3.6732 -0.2952 5.8469  0.000
O 3.2677 -0.3396 6.9933  0.001
O 4.8343 -0.4403 5.5178  0.000
H 4.1558 -0.0935 3.2045  0.000
H 1.0455 -0.0022 6.1438  0.000
N 2.3918 3.3598 -3.5321  0.000
N 1.4230 2.4936 -3.0861  0.001
N 0.5080 2.0002 -3.8903  0.001
C -0.1194 1.1637 -3.0729  0.004
N 0.4268 1.1718 -1.8564  0.005
N 1.4224 2.0459 -1.8764  0.001
H 1.9945 3.9340 -4.2612  0.000
H 2.7513 3.8752 -2.7403  0.000
H -0.9466 0.5373 -3.3550  0.000
N -4.3917 1.9846 2.5093  0.000
C -3.6261 2.2133 1.4095  0.001
C -2.5574 1.3423 1.1104  0.003
N -1.7501 1.5895 0.1038  0.011
C -2.0068 2.6512 -0.6824  0.001
C -3.1019 3.4386 -0.4190  0.000
N -3.9119 3.2405 0.6226  0.000
H -3.9928 1.4297 3.2501  0.000
H -5.0285 2.7168 2.7714  0.000
H -2.3555 0.4805 1.7244  0.001
H -1.3308 2.8585 -1.4943  0.000
H -3.3352 4.2782 -1.0627  0.000

## Properties
Total charge   0
⟨S²⟩   0.7544
Orbital gap (spin up / spin down)   7.87 / 7.56 eV
Multiplicity   2
E_LUMO (spin up / spin down)   -0.31 / -0.53 eV
Energy above the lowest of the compared OMol25 structures with the same formula, charge and spin   1.9694 eV

A molecular structure, C21H19N2O2Sn at a distorted geometry, computed with ωB97M-V/def2-TZVPD.

Last column: Mulliken charge in e.
CARTESIAN COORDINATES (ANGSTROEM)
Sn 0.4405 0.1942 -0.2994  1.196
O 0.1105 1.8129 1.4533  -0.627
C -0.8939 2.3894 1.9406  0.548
C -0.7854 3.7670 2.3364  -0.219
C -1.8706 4.4569 2.7934  -0.533
C -3.1132 3.8109 2.9063  -0.536
C -3.2359 2.4548 2.6033  -0.583
C -2.1672 1.7227 2.1235  0.574
C -2.3498 0.2975 1.8815  -0.631
N -1.6209 -0.4242 1.1359  0.217
C -1.8396 -1.8480 1.0928  -0.787
C -0.5263 -2.5160 1.4733  -0.701
N 0.5017 -2.1851 0.5002  -0.018
C 1.3001 -3.1387 0.1588  -0.126
C 2.4012 -3.0967 -0.7462  0.579
C 3.2306 -4.2330 -0.7996  -0.677
C 4.3142 -4.2954 -1.6363  -0.690
C 4.5764 -3.2147 -2.4922  -0.404
C 3.7874 -2.0935 -2.4714  -0.634
C 2.6942 -1.9724 -1.5731  0.377
O 1.9991 -0.8862 -1.5383  -0.675
H 0.1884 4.2304 2.2478  0.491
H -1.7781 5.4998 3.0641  0.425
H -3.9808 4.3641 3.2394  0.447
H -4.1937 1.9643 2.7293  0.436
H -3.1852 -0.1594 2.4237  0.273
H -2.0952 -2.1316 0.0682  0.237
H -2.6403 -2.1751 1.7642  0.451
H -0.6828 -3.5957 1.5557  0.456
H -0.2207 -2.1413 2.4558  0.227
H 1.1419 -4.1263 0.6064  0.243
H 3.0174 -5.0698 -0.1428  0.339
H 4.9551 -5.1659 -1.6312  0.410
H 5.4129 -3.2747 -3.1769  0.381
H 3.9775 -1.2546 -3.1282  0.420
C -1.5911 1.3954 -2.3757  -0.795
C -0.3369 1.4215 -3.1164  -0.293
C 0.4466 2.4869 -2.6384  -0.690
C -0.2976 3.1428 -1.6754  -0.313
C -1.5762 2.4478 -1.5126  -0.090
H -2.4083 0.7163 -2.5658  0.444
H -0.1039 0.7890 -3.9601  0.459
H 1.4088 2.7866 -3.0204  0.442
H -0.0258 4.0585 -1.1708  0.448
H -2.3852 2.7885 -0.8828  0.500

## Properties
Total charge   +1
Orbital gap (spin up / spin down)   5.33 / 4.18 eV
E_LUMO (spin up / spin down)   -4.92 / -6.07 eV
Energy above the lowest of the compared OMol25 structures with the same formula, charge and spin   3.1356 eV

C21H19N5O4S in the gas phase at a distorted geometry, computed with ωB97M-V/def2-TZVPD.

Last column: Mulliken charge in e.
CARTESIAN COORDINATES (ANGSTROEM)
C -3.3318 -0.8475 -4.4075  -1.566
C -2.9383 -1.1663 -2.9940  0.949
C -2.8933 -0.1553 -2.0053  -0.750
C -2.5012 -0.4207 -0.7056  -0.295
C -2.1078 -1.6992 -0.2931  0.731
C -1.5872 -1.9279 1.1236  -1.690
N -0.1045 -1.6442 1.1863  0.198
C 0.7654 -2.5878 0.6935  0.400
O 0.3611 -3.7397 0.5618  -0.641
N 2.0462 -2.2962 0.2387  0.153
C 2.7187 -3.0898 -0.7890  -1.030
C 2.5469 -2.4241 -2.1861  -0.661
C 1.0850 -2.2343 -2.5473  0.686
O 0.4880 -3.2145 -2.9037  -0.539
O 0.5142 -1.0049 -2.4690  -0.548
C 2.5774 -1.1043 0.7223  0.420
O 3.7111 -0.8513 0.4594  -0.613
N 1.7998 -0.2553 1.4353  -0.081
C 0.4546 -0.4390 1.5445  0.554
N -0.3470 0.5064 1.9299  -0.223
C -0.0240 1.8120 2.3476  0.326
N 1.1970 2.3119 2.3156  -0.424
C 1.1776 3.6220 2.7799  -0.443
C 2.3123 4.4643 2.9130  -0.396
C 2.1520 5.8054 3.3017  -0.607
C 0.8470 6.2374 3.6197  -0.263
C -0.2567 5.4184 3.5607  -0.570
C -0.0945 4.1142 3.0930  0.845
S -1.3078 2.8979 2.8584  -0.250
C -2.1683 -2.7386 -1.2469  -0.022
C -2.5503 -2.4616 -2.5706  -0.868
H -2.9010 -1.6125 -5.0967  0.347
H -4.3848 -0.8635 -4.5164  0.380
H -2.9920 0.1250 -4.7052  0.359
H -3.1206 0.8722 -2.2761  0.347
H -2.3800 0.3663 0.0287  0.413
H -1.8162 -2.9188 1.5139  0.417
H -2.1504 -1.2143 1.7870  0.523
H 2.3500 -4.0949 -0.8767  0.445
H 3.7732 -3.2429 -0.5600  0.407
H 3.0893 -1.4835 -2.2918  0.373
H 2.9368 -3.0928 -2.9798  0.398
H -0.4400 -1.1509 -2.6438  0.386
H 2.1488 0.6977 1.5591  0.367
H 3.2884 4.0902 2.6350  0.418
H 2.9980 6.5382 3.3538  0.327
H 0.6828 7.2797 3.9472  0.311
H -1.2232 5.7919 3.8521  0.370
H -1.8431 -3.7237 -0.9759  0.375
H -2.5573 -3.2508 -3.3213  0.253

## Properties
Total charge   0
SMILES   Cc1ccc(Cn2c(=O)n(CCC(=O)O)c(=O)[nH]/c2=N\c2nc3ccccc3s2)cc1
Orbital gap   8.69 eV
E_LUMO   0.19 eV
Energy above the lowest of the compared OMol25 structures with the same formula, charge and spin   0.0000 eV